Density functional theory data (ωB97M-V with the def2-TZVPD basis set) for a cluster of 2 separate species, C3H8NO2S in total at a distorted geometry.

The orbital gap is 7.235 eV. The value obtained for the molar mass is 122.17 u. The energy relative to the best compared isomer or geometry (same formula, charge and spin) comes out at 20.08 kcal per mole. The value obtained for the total energy is -722.60006 a.u. As for the total charge: -1.

Atoms and positions in Å:
1 S -1.052 -0.561 -1.483
2 O 1.552 0.680 1.762
3 O 0.825 1.563 -2.549
4 N -0.204 1.533 0.734
5 C -0.446 -1.602 -0.094
6 C 0.467 0.439 1.220
7 C -0.171 -0.931 1.266
8 H -1.185 -2.408 -0.023
9 H 0.459 1.167 -1.717
10 H 0.402 2.292 0.510
11 H 0.478 -2.091 -0.407
12 H -1.071 -0.744 1.851
13 H -1.021 1.407 0.151
14 H 0.439 0.824 -3.041
15 H 0.529 -1.569 1.821

Atoms 1-2, force components in eV/Å:
-0.31 -0.22 0.34
-0.17 -0.84 -0.33

Listed below, in e, are the natural (NBO) charges computed for each atom: S -0.714; O -0.669; O -1.005; N -0.846; C -0.511; C 0.688; C -0.511; H 0.193; H 0.484; H 0.390; H 0.183; H 0.211; H 0.416; H 0.475; H 0.218